1.
DFT (wB97M-V/def2-TZVPD) results for a cluster of 2 separate species, C2H10N2O in total.

Computed properties:
Frontier orbital gap, eV: 9.77
DFT total energy, eV: -7263.228
Highest occupied orbital energy, eV: -8.94
Max |F|, eV Å⁻¹: 0.9
Multiplicity: 1

Last column: Löwdin charge in e.
Cartesian coordinates (Å):
N  1.46038  0.85419  -0.54765  -0.023
C  1.07780  1.51238  0.69256  -0.299
C  -0.19977  0.90750  1.36338  -0.274
N  -1.09231  0.22146  0.43185  -0.011
H  1.78137  -0.09195  -0.36759  0.064
H  2.27391  1.33078  -0.91782  0.058
H  0.89452  2.57269  0.51503  0.096
H  1.87328  1.47859  1.45204  0.094
H  0.13185  0.20198  2.10666  0.089
H  -0.69770  1.70514  1.91058  0.097
H  -1.31824  -0.70646  0.74996  0.052
H  -1.96275  0.72293  0.33787  0.059
H  -2.00058  -3.77755  -3.06185  0.040
H  -1.11630  -3.43933  -1.85339  0.024
O  -1.10547  -3.49236  -2.81163  -0.065



2.
DFT (wB97M-V/def2-TZVPD) results for the molecule FNO3S at a distorted geometry.

Computed properties:
Frontier orbital gap, eV: 10.48
DFT total energy, eV: -21181.778
Highest occupied orbital energy, eV: -11.20
Max |F|, eV Å⁻¹: 1.9
Multiplicity: 1

Last column: Löwdin charge in e.
Cartesian coordinates (Å):
N  -0.88576  -0.50659  1.02333  -0.042
O  -0.85752  -1.10350  2.02752  0.097
O  0.40688  -0.02285  0.65122  -0.353
O  -0.67310  1.01623  -1.35134  -0.382
F  1.40989  -0.28588  -1.60337  -0.318
S  0.59960  0.90259  -0.74736  0.998



3.
DFT (wB97M-V/def2-TZVPD) results for a cluster of 2 separate species, C18H10F2N3O2S in total at a distorted geometry.

Computed properties:
Frontier orbital gap, eV: 7.89
Total charge: -1
DFT total energy, eV: -43663.506
Highest occupied orbital energy, eV: -5.23
Max |F|, eV Å⁻¹: 4.0
Multiplicity: 1

Last column: Löwdin charge in e.
Cartesian coordinates (Å):
C  2.95325  1.05761  -0.25586  -0.561
C  3.46833  -0.23703  0.21666  -0.245
N  3.90641  -1.20706  0.72858  0.198
C  1.54335  1.35146  0.42202  -0.190
C  0.94509  2.64182  0.41559  -0.055
C  -0.05853  2.98385  1.33860  -0.068
C  -0.48741  2.07108  2.32114  -0.080
C  0.04686  0.77925  2.29538  -0.060
C  1.03217  0.44375  1.34757  -0.056
C  3.84331  2.12830  0.19903  -0.269
N  4.50868  3.07890  0.31040  0.176
H  1.29364  3.43900  -0.26330  0.118
H  -0.49215  3.99886  1.28532  0.108
H  -1.29560  2.34316  3.01413  0.103
H  -0.31877  0.00264  2.97454  0.108
H  1.42685  -0.57367  1.36264  0.105
F  2.37447  3.41348  -2.66640  -0.030
C  1.91697  2.12451  -2.40229  -0.607
F  1.11719  1.68457  -3.41902  0.014
S  3.38919  1.09746  -2.07578  1.054
N  -0.27188  -0.56075  -0.91240  0.125
C  -0.00855  -1.91401  -0.94507  -0.454
O  1.05371  -2.51051  -1.09808  0.019
C  -1.36074  -2.57156  -0.71204  -0.098
C  -2.29909  -1.54020  -0.71279  -0.113
C  -3.59760  -1.72778  -0.25357  -0.031
C  -3.96944  -3.00915  0.19093  -0.103
C  -3.03183  -4.06703  0.19406  -0.095
C  -1.68881  -3.83449  -0.22543  -0.023
C  -1.59239  -0.22289  -0.90118  -0.468
O  -2.13504  0.88173  -0.97666  0.015
H  1.25622  2.09603  -1.52669  0.071
H  -4.22394  -0.82918  -0.22203  0.111
H  -5.00059  -3.16565  0.53113  0.089
H  -3.32597  -5.04124  0.58954  0.085
H  -0.91736  -4.60527  -0.16867  0.107



4.
DFT (wB97M-V/def2-TZVPD) results for the molecule CH3NS at a distorted geometry.

Computed properties:
Frontier orbital gap, eV: 10.12
DFT total energy, eV: -13409.702
Highest occupied orbital energy, eV: -9.15
Max |F|, eV Å⁻¹: 1.4
Multiplicity: 1

Last column: Löwdin charge in e.
Cartesian coordinates (Å):
C  0.98075  -0.22576  -0.01528  -0.199
H  -2.30412  0.95092  0.01344  -0.146
H  1.97034  0.19357  0.07658  0.056
H  0.92604  -1.31840  -0.03685  0.056
N  -0.01660  0.58719  -0.02890  -0.438
S  -1.55642  -0.18752  -0.00898  0.670



5.
DFT (wB97M-V/def2-TZVPD) results for a cluster of 10 separate species, H20O10 in total.

Computed properties:
Frontier orbital gap, eV: 9.63
DFT total energy, eV: -20799.892
Highest occupied orbital energy, eV: -10.09
Max |F|, eV Å⁻¹: 0.8
Multiplicity: 1

Last column: Löwdin charge in e.
Cartesian coordinates (Å):
O  11.17918  22.94140  9.74838  -0.046
H  11.03055  23.86145  10.00840  0.075
H  11.18172  22.95915  8.78153  0.083
O  11.67042  19.14756  7.62734  -0.057
H  11.37837  19.35717  8.52880  -0.015
H  12.46914  19.67000  7.49914  0.027
O  12.62070  18.74896  11.45010  -0.047
H  13.31906  18.47167  10.84200  0.085
H  13.01175  19.46996  11.96646  0.069
O  13.53744  22.40205  11.19601  -0.071
H  13.97499  22.73114  10.40520  0.035
H  12.64228  22.18216  10.89918  -0.012
O  8.95940  17.77166  9.28292  -0.063
H  9.34060  17.13218  9.89262  0.028
H  9.47096  18.58910  9.42336  -0.011
O  10.65763  20.32271  13.33928  -0.035
H  11.15165  21.11744  13.57807  0.062
H  10.58132  19.82419  14.16480  0.071
O  10.45038  20.07236  10.22723  -0.067
H  10.30976  20.78769  10.85162  0.012
H  11.07888  19.47558  10.68412  0.018
O  7.81711  20.41656  12.24258  -0.080
H  8.68096  20.19884  12.61445  -0.017
H  7.92322  21.32436  11.89427  -0.012
O  11.75777  17.00753  13.53072  -0.076
H  11.81138  17.74613  12.89688  -0.016
H  12.16932  16.26688  13.07634  0.030
O  8.27772  22.68010  10.71301  -0.040
H  9.20604  22.69858  10.42984  0.008
H  7.98516  23.59858  10.68634  0.061



6.
DFT (wB97M-V/def2-TZVPD) results for a structure of composition C13H15BiN4O4P at a distorted geometry.

Computed properties:
Frontier orbital gap, eV: 7.66
Total charge: +1
DFT total energy, eV: -42997.732
Highest occupied orbital energy, eV: -12.21
Max |F|, eV Å⁻¹: 1.7
Multiplicity: 1

Last column: Löwdin charge in e.
Cartesian coordinates (Å):
Bi  1.86343  -1.76445  1.56143  1.747
O  -0.03693  1.19612  3.96136  0.142
C  0.59556  0.55331  3.17700  -0.581
O  0.43919  -0.72027  2.87122  -0.329
C  1.66952  1.23311  2.30505  -0.173
C  1.98316  2.57875  2.29484  0.052
C  2.87360  3.09098  1.34769  0.027
C  3.44058  2.21234  0.43696  0.056
C  3.08829  0.87088  0.48813  -0.171
N  2.26898  0.43186  1.43407  -0.057
C  3.53273  -0.17439  -0.51914  -0.562
O  4.30238  0.09186  -1.40228  0.140
O  3.01550  -1.37901  -0.26215  -0.328
H  1.49045  3.26202  2.99244  0.143
H  3.09367  4.12272  1.30070  0.117
H  4.13357  2.52155  -0.31781  0.133
C  -2.83542  0.32167  -0.42529  -0.167
N  -1.65470  0.69702  -1.21379  -0.128
C  -1.67870  -0.08096  -2.52486  -0.122
N  -1.75685  -1.54384  -2.32325  -0.145
C  -2.90664  -1.89762  -1.49140  -0.150
N  -2.96601  -1.13013  -0.19060  -0.144
C  -1.95535  -1.63480  0.70869  -0.310
P  -0.28372  -1.39078  -0.03751  0.958
C  -0.42125  0.42962  -0.49706  -0.288
C  -0.51717  -2.08855  -1.76801  -0.271
H  -3.77694  0.73309  -0.89064  0.153
H  -2.68580  0.78220  0.57782  0.136
H  -0.79187  0.15136  -3.10930  0.129
H  -2.54757  0.27318  -3.07752  0.132
H  -2.87880  -2.97214  -1.22966  0.133
H  -3.84767  -1.71224  -2.05574  0.144
H  -2.10454  -2.70628  0.89817  0.109
H  -1.96111  -1.02527  1.62043  0.097
H  0.44234  0.71605  -1.05489  0.088
H  -0.41163  0.97058  0.46094  0.093
H  -0.58611  -3.15933  -1.67374  0.089
H  0.37184  -1.86023  -2.37226  0.108



7.
DFT (wB97M-V/def2-TZVPD) results for a cluster of 2 separate species, C3H4N2O in total.

Computed properties:
Frontier orbital gap, eV: 9.42
DFT total energy, eV: -8197.798
Highest occupied orbital energy, eV: -9.05
Max |F|, eV Å⁻¹: 0.6
Multiplicity: 1

Last column: Löwdin charge in e.
Cartesian coordinates (Å):
O  1.87696  -2.22282  0.75582  0.065
C  0.69888  -1.70862  0.49133  -0.282
C  -0.37753  -1.21272  0.28157  0.084
C  -1.72128  2.01889  -0.29861  0.056
N  -0.55873  1.83791  -0.52223  -0.246
N  0.58408  1.63561  -0.93927  0.086
H  2.05129  -2.95488  0.14683  0.129
H  -1.32928  -0.76865  0.08564  0.021
H  -2.14852  2.60506  0.50224  0.049
H  0.92413  0.77024  -0.50332  0.040



8.
DFT (wB97M-V/def2-TZVPD) results for a structure of composition C8H20ClTiTl at a distorted geometry.

Computed properties:
Frontier orbital gap (alpha / beta), eV: 4.56 / 6.68
Total charge: -1
DFT total energy, eV: -48949.708
Highest occupied orbital energy (alpha / beta), eV: -2.06 / -4.17
Max |F|, eV Å⁻¹: 2.1
Multiplicity: 2

Last column: Mulliken spin population.
Cartesian coordinates (Å):
Tl  -0.19487  0.36391  -2.93763  -0.006
Cl  -0.15449  -2.47943  -1.35350  0.014
C  1.74542  1.24589  -3.23991  0.001
C  -1.22883  -0.85960  -4.34508  0.002
H  1.76084  1.60128  -4.28001  0.000
H  1.89355  2.06823  -2.52844  0.000
H  2.47313  0.44045  -3.07886  0.000
H  -1.19496  -0.32469  -5.30858  0.000
H  -2.26527  -1.02145  -4.01133  0.000
H  -0.68537  -1.81653  -4.40185  -0.001
Ti  -0.76577  -0.80173  -0.02374  1.045
C  -2.55297  -1.23506  0.80355  -0.043
C  -1.07160  0.98189  -0.88298  -0.037
H  -3.28175  -0.55546  0.33850  0.004
H  -2.82491  -2.28226  0.62232  0.016
H  -2.50285  -1.03136  1.88324  0.003
H  -2.08598  1.30703  -1.15447  0.008
H  -0.41245  1.83488  -0.67443  0.018
C  -0.00995  1.20295  2.84771  0.001
C  1.14245  0.40315  2.26807  0.020
C  2.02365  -0.10193  3.40723  0.000
C  0.72617  -0.79406  1.39688  -0.034
H  -0.65131  0.58595  3.49074  -0.001
H  -0.64629  1.66200  2.08608  0.001
H  0.37551  2.02349  3.46337  0.000
H  1.73470  1.10220  1.66124  -0.007
H  1.44043  -0.77913  4.03877  -0.001
H  2.88299  -0.65792  3.02962  -0.001
H  2.39185  0.72231  4.01946  0.000
H  1.58790  -1.18930  0.83116  -0.004
H  0.35101  -1.61570  2.03288  0.001



9.
DFT (wB97M-V/def2-TZVPD) results for a structure of composition C8H24NbO3 at a distorted geometry.

Computed properties:
Frontier orbital gap, eV: 7.22
Total charge: -1
DFT total energy, eV: -16369.040
Highest occupied orbital energy, eV: -4.48
Max |F|, eV Å⁻¹: 2.5
Multiplicity: 1

Last column: Löwdin charge in e.
Cartesian coordinates (Å):
C  -0.01825  3.37896  -1.18945  -0.495
Nb  -2.33383  3.52846  -1.13923  0.994
C  -4.62119  3.40177  -1.18425  -0.505
H  0.23599  2.59336  -2.02618  -0.038
H  0.26016  2.85315  -0.15791  -0.038
H  0.50284  4.41789  -1.32754  -0.028
H  -2.30616  3.22606  -2.93533  -0.180
H  -2.30750  5.30304  -1.51306  -0.201
H  -2.31890  3.97663  0.62629  -0.191
H  -2.32753  1.74224  -0.75427  -0.175
H  -4.94649  3.45142  -2.33031  -0.029
H  -5.08553  4.29880  -0.55332  -0.021
H  -4.96644  2.34541  -0.79827  -0.038
C  0.75530  -1.41386  -2.02037  -0.112
O  1.54634  -1.16679  -0.86894  -0.205
C  1.03645  -0.14067  -0.02378  -0.184
C  0.79923  -0.62007  1.41909  -0.162
O  -0.14737  -1.67157  1.62485  -0.118
C  0.12323  -2.93961  1.03528  -0.177
C  1.38573  -3.69192  1.48917  -0.184
O  2.58746  -2.98005  1.20361  -0.197
C  3.40021  -2.73374  2.33726  -0.120
H  1.18689  -0.88888  -2.87834  0.086
H  0.78042  -2.48571  -2.22650  0.077
H  -0.29051  -1.12336  -1.88850  0.093
H  0.12768  0.31037  -0.42338  0.093
H  1.80682  0.64563  0.00948  0.125
H  0.40649  0.23708  1.97536  0.129
H  1.73601  -0.86685  1.91442  0.092
H  0.08591  -2.86059  -0.04806  0.095
H  -0.73484  -3.57532  1.29837  0.126
H  1.44037  -4.62940  0.92078  0.121
H  1.30633  -3.96019  2.54934  0.115
H  2.84061  -2.75751  3.27903  0.086
H  3.83873  -1.73835  2.23565  0.084
H  4.21534  -3.46582  2.36898  0.082



10.
DFT (wB97M-V/def2-TZVPD) results for a structure of composition C2H6N4O2 at a distorted geometry.

Computed properties:
Frontier orbital gap, eV: 8.86
DFT total energy, eV: -12219.293
Highest occupied orbital energy, eV: -9.19
Max |F|, eV Å⁻¹: 6.1
Multiplicity: 1

Last column: Löwdin charge in e.
Cartesian coordinates (Å):
C  -0.30078  -0.11258  -0.37438  -0.401
C  2.25940  0.10970  0.40347  -0.212
H  -2.50598  -1.31011  -1.11464  0.133
H  -3.31820  -0.55800  0.07774  0.083
H  -0.77324  -1.55698  1.03071  0.124
H  1.04232  -1.54126  -0.83464  0.131
H  2.03832  0.91043  1.73322  0.256
H  -1.75364  0.96393  0.83865  0.200
N  -2.50590  -1.22570  0.00123  -0.068
N  -1.29778  -0.78227  0.56883  -0.130
N  1.04427  -0.61491  -0.35892  0.028
N  -0.42231  1.16763  -0.61526  0.008
O  3.32764  -0.24693  -0.04891  0.002
O  -1.35379  1.90893  0.16432  -0.154



11.
DFT (wB97M-V/def2-TZVPD) results for the molecule C7H12 at a distorted geometry.

Computed properties:
Frontier orbital gap, eV: 9.82
DFT total energy, eV: -7449.315
Highest occupied orbital energy, eV: -8.66
Max |F|, eV Å⁻¹: 3.7
Multiplicity: 1

Last column: Löwdin charge in e.
Cartesian coordinates (Å):
C  -2.23939  -0.05676  -0.45084  -0.109
C  -0.98034  0.00847  0.48500  -0.368
C  -0.07006  1.31265  0.03187  -0.128
C  1.31793  0.65193  0.28760  -0.285
C  2.53393  -0.15840  -0.25040  -0.045
C  1.09546  -0.64702  -0.38630  -0.250
C  -0.19763  -1.28348  0.38505  -0.094
H  -2.83457  -1.01763  -0.32156  0.075
H  -1.90067  0.03472  -1.51331  0.072
H  -2.95757  0.88685  -0.13023  0.122
H  -1.38134  0.23583  1.48227  0.122
H  -0.23112  2.19617  0.69127  0.092
H  0.00023  1.81763  -1.00608  0.127
H  1.33399  0.58448  1.44524  0.147
H  3.16274  0.06503  -1.08383  0.072
H  3.14542  -0.50109  0.65923  0.116
H  0.91047  -0.53778  -1.48835  0.142
H  0.04067  -1.60153  1.38468  0.100
H  -0.74816  -1.99008  -0.22130  0.092



12.
DFT (wB97M-V/def2-TZVPD) results for the molecule C2H4N4 at a distorted geometry.

Computed properties:
Frontier orbital gap, eV: 9.98
DFT total energy, eV: -8095.445
Highest occupied orbital energy, eV: -9.85
Max |F|, eV Å⁻¹: 5.1
Multiplicity: 1

Last column: Löwdin charge in e.
Cartesian coordinates (Å):
C  1.89469  -0.64027  -0.00622  -0.330
C  -1.67906  0.22601  -0.00374  -0.071
N  1.80682  0.77450  -0.01062  -0.013
N  0.87180  -1.34234  0.00420  0.189
N  0.61094  1.11053  0.00541  -0.058
N  -0.27210  0.24755  0.01939  -0.088
H  2.91076  -0.99131  0.01221  0.103
H  -2.10704  0.90054  0.74655  0.090
H  -2.04950  0.51037  -0.99341  0.087
H  -1.98730  -0.79558  0.22622  0.090



Which formula does entry 4 have?
CH3NS